Entry 1:
11
Properties=species:S:1:pos:R:3:lowdin_charge:R:1 method="wB97M-V/def2-TZVPD" lumo_energy_ev=-7.06 mol_weight_g_mol=89.1 total_charge=+1 total_energy_ev=-14535.5486 relative_energy_kj_mol=25.3 e_homo_ev=-16.62
C 0.798 -0.192 0.041 -0.1318
C -0.006 1.300 0.031 -0.1208
C -0.333 -1.246 0.005 -0.4106
O -1.433 1.033 0.005 -0.3479
P -1.888 -0.509 -0.095 1.2579
H 1.378 -0.375 -0.875 0.1099
H 1.436 -0.328 0.988 0.1412
H 0.192 2.129 0.765 0.1455
H 0.040 1.832 -0.917 0.1169
H -0.040 -1.904 -0.885 0.1426
H -0.144 -1.741 0.937 0.0971

***

Entry 2:
11
Properties=species:S:1:pos:R:3:lowdin_charge:R:1 method="wB97M-V/def2-TZVPD" lumo_energy_ev=0.00 mol_weight_g_mol=109.1 total_charge=0 total_energy_ev=-10711.8020 relative_energy_kj_mol=178.4 e_homo_ev=-9.45
C 0.302 -0.665 0.710 -0.3983
C -0.167 0.608 -1.142 -0.0042
C -0.512 0.424 0.147 -0.1627
C -1.552 1.122 0.809 -0.1729
H 1.020 -1.884 1.907 0.0651
H 1.704 -0.043 -1.844 0.1491
H -0.612 1.274 -1.865 0.1421
N 0.336 -1.132 1.879 0.1711
N 0.784 -0.348 -1.529 0.0453
N -2.397 1.755 1.273 0.1659
O 1.094 -1.111 -0.345 -0.0006

***

Entry 3:
5
Properties=species:S:1:pos:R:3:lowdin_charge:R:1 method="wB97M-V/def2-TZVPD" lumo_energy_ev=0.72 mol_weight_g_mol=119.4 total_charge=0 total_energy_ev=-38620.3525 relative_energy_kj_mol=0.2 e_homo_ev=-11.19 smiles=ClC(Cl)Cl
C -6.898 11.820 33.856 -1.5595
Cl -7.870 10.354 33.910 0.5234
Cl -7.885 13.250 33.524 0.5148
Cl -5.607 11.659 32.656 0.5139
H -6.454 11.981 34.827 0.0073

***

Entry 4:
50
Properties=species:S:1:pos:R:3:mulliken_spin:R:1 method="wB97M-V/def2-TZVPD" spin_multiplicity=3 lumo_energy_ev="-7.62 / -7.52" mol_weight_g_mol=550.2 total_charge=+2 total_energy_ev=-63620.2444 e_homo_ev="-14.52 / -14.53"
C 4.790 2.126 -1.943 -0.0006
I 3.110 0.984 -1.110 0.0015
H 4.385 2.984 -2.489 0.0000
H 5.362 1.485 -2.613 -0.0001
H 5.421 2.464 -1.119 0.0000
Pr -0.570 0.328 -0.078 2.0390
P -0.221 -1.273 -2.468 -0.0007
C 0.766 -2.768 -2.786 -0.0010
C -1.988 -1.641 -2.861 -0.0005
H -2.096 -2.006 -3.883 -0.0004
H 0.030 -0.417 -4.759 -0.0001
H -2.597 -0.728 -2.727 -0.0005
H -0.403 0.879 -3.605 -0.0001
H 0.501 -3.508 -2.019 0.0001
H -2.367 -2.382 -2.138 0.0002
C 0.207 -0.027 -3.757 -0.0011
H 0.608 -3.186 -3.779 -0.0003
H 1.259 0.266 -3.630 -0.0001
H 1.823 -2.511 -2.641 0.0001
P 0.209 1.334 2.475 -0.0089
C 1.285 0.651 3.769 -0.0007
C 0.670 3.077 2.114 -0.0005
H -2.162 1.982 2.392 -0.0006
H -1.482 2.163 4.035 -0.0002
H -1.930 0.545 3.386 0.0004
C -1.497 1.527 3.148 -0.0004
H -0.016 3.482 1.349 0.0000
H 0.629 3.700 3.004 -0.0004
H 1.282 1.235 4.689 -0.0005
H 2.301 0.597 3.352 0.0002
H 1.681 3.081 1.680 0.0000
H 0.961 -0.380 3.970 0.0002
C 1.200 -1.220 0.557 -0.0014
O 2.034 -1.971 0.868 0.0049
C -1.457 -3.564 2.927 -0.0004
Si -2.755 -2.409 2.176 0.0004
C -4.185 -3.444 1.488 -0.0016
C -3.488 -1.460 3.641 -0.0001
C -2.033 -1.345 0.832 -0.0185
H -1.904 -4.196 3.711 0.0000
H -0.618 -3.012 3.386 0.0001
H -1.027 -4.237 2.167 0.0000
H -4.639 -4.064 2.279 -0.0002
H -4.968 -2.784 1.074 0.0000
H -3.842 -4.104 0.677 -0.0001
H -2.731 -0.995 4.299 0.0000
H -4.183 -0.666 3.317 0.0001
H -4.065 -2.168 4.251 -0.0001
H -1.475 -1.996 0.112 -0.0033
H -2.883 -0.938 0.231 -0.0038

***

Entry 5:
8
Properties=species:S:1:pos:R:3:lowdin_charge:R:1 method="wB97M-V/def2-TZVPD" lumo_energy_ev=0.51 mol_weight_g_mol=73.1 total_charge=0 total_energy_ev=-7704.6221 relative_energy_kj_mol=310.8 e_homo_ev=-9.32
C -2.330 0.830 -0.192 -0.1255
C 0.519 -0.689 0.359 -0.2990
N -2.519 1.859 -0.609 0.0476
O 1.495 -1.152 1.169 -0.0198
O 0.865 0.244 -0.398 0.0678
H -2.131 -0.094 0.358 0.0381
H 1.141 -1.979 1.704 0.1568
H 1.748 0.434 -0.754 0.1340

***

Entry 6:
55
Properties=species:S:1:pos:R:3:lowdin_charge:R:1 method="wB97M-V/def2-TZVPD" lumo_energy_ev=-3.42 mol_weight_g_mol=439.5 total_charge=+1 total_energy_ev=-41174.0455 relative_energy_kj_mol=360.2 e_homo_ev=-11.20
C 1.341 2.745 0.879 -0.0176
C 1.911 1.514 1.512 -0.1997
C 1.068 0.470 1.935 -0.1097
N -0.360 0.455 1.528 0.0760
C -0.925 0.283 0.266 -0.1658
N -2.138 0.793 0.320 -0.0329
C -3.239 0.941 -0.606 0.0391
C -2.408 1.297 1.596 0.0188
C -1.327 1.082 2.342 0.0293
C 1.558 -0.502 2.823 -0.1938
C 0.634 -1.481 3.479 -0.0216
C 2.939 -0.532 3.072 0.0105
C 3.819 0.406 2.533 -0.2385
C 5.291 0.365 2.853 -0.0383
C 3.283 1.422 1.718 0.0145
H 2.156 3.440 0.664 0.0957
H 0.844 2.519 -0.064 0.0449
H 0.618 3.250 1.532 0.0978
H -2.899 0.969 -1.663 0.1144
H -3.993 0.167 -0.444 0.1236
H -3.736 1.884 -0.358 0.1115
H -3.361 1.710 1.800 0.1334
H -1.220 1.298 3.398 0.1541
H 1.228 -2.166 4.095 0.0906
H -0.093 -0.989 4.147 0.0915
H 0.084 -2.092 2.746 0.0719
H 3.347 -1.358 3.685 0.1373
H 5.803 1.214 2.378 0.0820
H 5.470 0.421 3.941 0.0963
H 5.770 -0.561 2.493 0.0942
H 3.969 2.128 1.237 0.1303
F -1.383 0.712 -6.160 0.0632
C -0.874 0.990 -4.916 -0.2220
C -0.078 2.127 -4.786 0.0786
C 0.462 2.326 -3.529 -0.2303
F 1.160 3.481 -3.295 0.0598
C 0.300 1.446 -2.469 0.0309
C -0.642 0.394 -2.559 -0.1547
C -0.946 -0.324 -1.303 -0.0956
C -1.522 -1.646 -1.273 -0.1671
C -1.260 -2.294 -0.055 0.0249
C -1.595 -3.618 0.128 -0.2236
F -1.326 -4.168 1.356 0.0571
C -2.173 -4.394 -0.867 0.0835
C -2.491 -3.716 -2.053 -0.2153
F -3.096 -4.438 -3.054 0.0620
C -2.209 -2.373 -2.283 0.0579
C -1.154 0.108 -3.870 0.0553
H 0.068 2.799 -5.605 0.1349
H 0.845 1.554 -1.534 0.0959
H 0.055 -0.179 -0.444 0.2148
H -0.783 -1.751 0.758 0.1019
H -2.423 -5.439 -0.728 0.1396
H -2.580 -1.925 -3.216 0.1094
H -1.792 -0.765 -4.080 0.0993

***

Entry 7:
41
Properties=species:S:1:pos:R:3:lowdin_charge:R:1 method="wB97M-V/def2-TZVPD" lumo_energy_ev=-3.54 mol_weight_g_mol=489.8 total_charge=+1 total_energy_ev=-175289.2354 e_homo_ev=-12.34
N -3.184 -0.613 0.252 0.2808
H -3.086 -0.480 1.287 0.0834
H -3.466 -1.563 0.015 0.1368
H -2.276 -0.407 -0.240 0.0681
H -3.940 0.023 0.012 0.1388
N -1.629 2.469 -2.508 0.3176
H -2.447 1.867 -2.512 0.1440
H -0.716 1.972 -2.504 0.0870
H -1.719 2.988 -1.634 0.1536
H -1.502 3.072 -3.321 0.1573
N 3.513 1.063 -1.729 0.2676
H 3.874 1.254 -0.785 0.1312
H 4.103 0.342 -2.144 0.1534
H 3.645 1.918 -2.267 0.1512
H 2.508 0.776 -1.681 0.0839
O 3.522 0.943 2.020 0.1858
C 2.387 1.255 1.853 -0.3891
O 1.343 0.997 2.629 0.2678
B 0.179 1.632 2.017 -0.8990
O 0.600 2.227 0.751 0.2251
C 1.925 2.066 0.624 -0.3679
O 2.577 2.486 -0.275 0.1132
O -0.415 2.675 2.875 0.2474
C -1.651 2.405 3.235 -0.3866
O -2.501 3.067 3.734 0.1970
C -1.935 1.026 2.598 -0.3675
O -0.937 0.683 1.835 0.2254
O -3.015 0.498 2.659 0.1279
O 1.261 -0.391 -0.392 0.1045
C 0.340 0.169 -1.212 -0.7253
O -0.859 -0.239 -1.109 -0.0790
O 0.721 0.953 -2.137 -0.0385
H 0.592 -0.883 0.128 0.1196
Br -1.020 -3.587 -1.772 0.6373
C 0.408 -3.767 -0.488 -0.6802
C 0.465 -5.202 0.103 -0.6990
Br -1.173 -5.767 0.949 0.6161
H 0.265 -2.937 0.190 0.0315
H 1.329 -3.792 -1.067 0.0626
H 1.338 -5.302 0.743 0.0684
H 0.577 -5.893 -0.729 0.0477

***

Entry 8:
19
Properties=species:S:1:pos:R:3:lowdin_charge:R:1 method="wB97M-V/def2-TZVPD" lumo_energy_ev=-5.91 mol_weight_g_mol=165.1 total_charge=+1 total_energy_ev=-72206.3051 relative_energy_kj_mol=180.8 e_homo_ev=-12.16
C -1.731 0.712 0.371 -0.1029
C -0.315 1.458 0.693 -0.2234
C -1.782 -0.788 0.861 -0.2626
C 0.812 0.963 -0.118 -0.3626
C 3.190 -0.195 -1.149 -0.2592
N -1.442 -1.858 -0.100 0.0087
Se 2.212 0.065 0.576 1.2344
H -2.443 1.375 0.918 0.1299
H -1.922 0.711 -0.713 0.1152
H -0.618 2.368 0.361 0.0927
H 0.101 1.287 1.651 0.0827
H -1.134 -0.819 1.808 0.1196
H -2.794 -1.059 1.194 0.1080
H 0.583 0.983 -1.236 0.1293
H 4.251 -0.370 -1.040 0.0488
H 2.869 -1.166 -1.513 0.0453
H 2.954 0.657 -1.668 -0.0047
H -1.547 -2.832 0.078 0.0738
H -1.244 -1.492 -0.977 0.0269